# C37H50EuN4O7Si

A structure of composition C37H50EuN4O7Si (the ωB97M-V functional and the def2-TZVPD basis, OMol25).

HOMO (spin up / spin down): -13.812 / -14.181 eV
strongest force on any atom: 2.877 eV/Å
2S+1: 8
Kohn-Sham gap (spin up / spin down): 7.778 / 8.150 eV
⟨S²⟩: 15.76
ΔE to the lowest compared entry with this formula, charge and spin: 21.7 kcal/mol
total charge: +2

Cartesian coordinates (Å):
Eu -1.293 -0.788 1.582
Si 1.241 1.864 -0.897
O 0.553 -6.838 -3.788
O 1.611 -4.989 -4.380
O 2.689 1.313 -0.417
O 1.081 1.606 -2.426
O 1.016 3.346 -0.338
O -2.276 1.235 0.071
O -0.261 1.000 -0.186
N -2.429 -2.287 -0.325
N -1.721 0.700 3.729
N -1.392 1.751 -0.483
N -4.031 -0.730 1.416
C 1.701 2.267 -4.663
C -6.801 -0.931 0.994
C -0.672 1.523 3.674
C 3.234 -0.924 -1.109
C -0.317 3.162 -3.592
C 2.703 4.058 1.212
C 1.206 -3.420 0.707
C -2.406 0.745 4.874
C 0.109 -3.296 -2.772
C -5.906 -1.723 0.335
C -4.573 -1.580 0.512
C -1.726 -3.103 -1.253
C 0.507 -3.112 1.991
C 1.967 4.372 -0.079
C 0.931 -2.094 2.868
C -1.049 2.478 5.820
C -1.208 -5.236 -2.190
C -3.707 -2.396 -0.302
C -0.319 0.760 -4.237
C 1.101 5.627 0.173
C 0.757 -5.503 -3.709
C 3.759 0.429 -0.734
C -6.317 -0.016 1.935
C -0.679 -2.509 -1.992
C -2.026 -4.456 -1.348
C -0.272 2.385 4.676
C -0.175 -4.672 -2.905
C 0.524 1.926 -3.757
C -0.704 -3.794 2.308
C 4.590 0.490 0.506
C 2.852 4.530 -1.285
C -1.441 -3.382 3.449
C -2.163 1.612 5.934
C 0.211 -1.708 3.963
C 4.478 0.962 -1.884
C -0.988 -2.337 4.235
C -4.889 0.095 1.991
H 1.090 -2.723 -0.114
H 2.823 4.956 1.816
H 0.198 -0.156 -4.542
H -7.856 -1.052 0.924
H 0.892 -2.950 -3.466
H 1.039 -4.460 0.346
H -4.392 0.704 2.734
H 0.049 -7.118 -3.046
H 0.263 3.931 -3.101
H 3.688 3.575 0.928
H 2.566 1.667 -4.409
H 5.264 0.289 -2.178
H 2.313 -3.491 0.886
H -1.108 0.552 -3.501
H 4.059 -1.670 -1.231
H 1.477 2.062 -5.693
H 2.594 -1.294 -0.292
H 2.105 3.342 1.825
H 2.006 3.327 -4.557
H -3.253 0.072 4.921
H -0.498 -1.481 -1.951
H -1.457 -6.307 -2.322
H 2.285 4.689 -2.177
H -1.127 -4.591 1.650
H 3.531 3.645 -1.532
H -0.135 1.540 2.742
H 1.883 -1.556 2.719
H 2.563 -0.936 -2.009
H -6.901 0.600 2.630
H 5.031 1.843 -1.601
H -4.112 -3.098 -1.066
H -1.237 3.019 -3.068
H -2.844 1.724 6.789
H 5.504 -0.103 0.399
H -0.927 1.149 -5.084
H 4.101 0.072 1.401
H 1.644 6.569 0.178
H 0.543 -0.837 4.512
H -2.305 -3.912 3.783
H -0.857 3.230 6.519
H 3.485 5.402 -1.120
H -6.277 -2.446 -0.393
H -2.818 -4.839 -0.726
H 0.543 5.528 1.089
H -0.587 3.586 -4.552
H 4.846 1.516 0.752
H 0.529 3.082 4.499
H 3.866 1.156 -2.750
H 0.353 5.780 -0.567
H -1.521 -2.001 5.105